Record 1
Molecular formula: C3H8O2S
Method: DFT, ωB97M-V/def2-TZVPD

## Properties
- HOMO-LUMO gap (alpha / beta): 9.568 / 4.920 eV
- Multiplicity: 2
- Charge: +1
- ΔE to the lowest compared entry with this formula, charge and spin: 33.8 kcal/mol
- HOMO level (alpha / beta): -14.40 / -14.40 eV

```
14
Properties=species:S:1:pos:R:3:mulliken_spin:R:1
C -1.14 -0.66 -0.34 0.01
C -1.10 0.67 -1.03 -0.05
S 0.67 1.31 -1.44 0.99
H -0.62 -1.42 -0.92 -0.01
H -0.85 -0.63 0.71 0.00
H -2.20 -0.95 -0.31 0.00
H -1.55 1.52 -0.53 0.04
H -1.52 0.62 -2.04 0.02
H 0.18 2.08 -2.44 -0.02
O 2.69 -1.03 0.96 0.00
C 1.88 -0.80 1.80 0.00
O 1.26 0.43 1.93 0.00
H 1.58 -1.58 2.51 0.00
H 0.71 0.45 1.13 0.00
```


Record 2
Molecular formula: C12H18PS
Method: DFT, ωB97M-V/def2-TZVPD

## Properties
- HOMO-LUMO gap (alpha / beta): 6.505 / 7.105 eV
- Multiplicity: 3
- Charge: +1
- HOMO level (alpha / beta): -9.28 / -12.66 eV

```
32
Properties=species:S:1:pos:R:3:mulliken_spin:R:1
C 0.52 -2.53 -2.78 0.00
C -0.20 -1.36 -2.45 0.00
C 0.55 -3.48 -1.81 0.00
C -0.66 -1.55 -1.12 0.04
C 1.72 0.38 0.64 0.18
C 0.66 0.69 1.41 0.42
C 3.02 0.78 0.94 0.55
C -0.65 0.27 1.39 0.53
C 4.34 0.51 0.39 -0.02
C -1.42 0.63 2.62 -0.01
C -3.34 -0.52 0.34 0.01
C -1.45 1.39 -1.19 0.05
P -1.58 -0.14 -0.12 0.05
S -0.34 -3.04 -0.39 0.00
H 1.09 -2.96 -3.62 0.00
H -0.40 -0.45 -2.95 0.00
H 1.08 -4.40 -1.83 0.00
H 1.69 -0.30 -0.15 0.02
H 0.96 1.24 2.36 0.01
H 3.18 1.51 1.81 0.00
H 4.34 -0.09 -0.53 0.00
H 4.86 1.46 0.08 0.05
H 4.90 0.11 1.27 0.05
H -1.92 1.57 2.54 0.04
H -0.83 0.65 3.60 0.02
H -2.15 -0.07 2.73 0.01
H -3.97 -0.68 -0.44 0.00
H -3.66 0.41 0.73 0.00
H -3.25 -1.37 0.97 0.00
H -2.06 2.17 -0.69 0.00
H -2.04 1.29 -2.22 0.01
H -0.43 1.57 -1.44 0.00
```